Entry from the Open Molecules 2025 dataset: a structure of composition C51H47Cl4F3N3O4P2Tl (wB97M-V/def2-TZVPD).

The geometry in XYZ format:
```
115
Properties=species:S:1:pos:R:3:forces:R:3
Tl 0.018 0.898 0.162 0.194 0.150 0.544
Cl 4.762 0.769 5.888 -0.071 -0.046 -0.024
Cl 2.137 4.746 3.252 0.018 -0.005 0.054
Cl 3.432 -1.331 3.915 -0.006 0.066 0.031
Cl 4.029 3.805 5.616 -0.005 0.049 -0.059
P -1.733 -1.160 2.235 -0.361 0.017 0.078
P -2.612 -1.439 -0.479 -0.367 -0.028 0.045
F -2.287 4.754 -0.081 -0.059 0.133 -0.057
F -1.280 6.396 -1.070 -0.129 -0.017 0.047
F -2.926 5.379 -2.060 0.065 0.018 0.139
O -0.160 4.686 -2.866 -0.076 -0.262 0.297
O 1.708 -0.126 1.898 -0.164 0.350 -0.064
O -0.949 3.001 -1.552 0.190 0.362 -0.261
O 1.180 2.583 1.562 0.144 -0.443 0.036
N -3.080 -1.089 1.135 0.410 -0.200 0.000
N 1.827 0.911 -1.980 0.093 -0.140 -0.102
N 1.325 -1.528 -0.914 0.108 -0.083 -0.016
C 1.017 -2.713 -0.396 0.069 0.145 0.033
C -3.540 -3.909 5.528 0.021 0.025 -0.026
C 2.223 -1.477 -1.889 -0.118 -0.012 0.037
C -1.826 5.180 -1.268 0.099 -0.113 -0.097
C -3.918 -2.680 -0.914 0.084 -0.137 -0.036
C -2.840 -4.424 4.444 -0.021 0.048 -0.003
C 3.648 0.091 -3.268 0.058 -0.057 -0.039
C 2.013 -6.054 -3.006 0.009 -0.004 0.017
C 2.235 0.739 2.689 -0.102 -0.118 -0.320
C -4.423 1.951 -2.055 0.016 -0.042 0.095
C 6.166 2.505 -3.858 -0.032 0.004 -0.008
C 5.151 1.653 -4.637 0.028 0.021 0.003
C -4.118 0.920 -1.174 -0.066 0.072 0.003
C -1.728 0.481 3.036 0.083 -0.018 -0.056
C -3.705 -2.534 5.647 0.002 -0.020 -0.022
C -0.574 1.943 4.573 0.006 -0.054 0.017
C -4.462 -1.072 1.598 0.015 0.192 0.026
C 4.190 -4.929 -3.447 -0.015 0.000 -0.006
C -3.991 -3.827 -0.115 -0.043 0.005 -0.011
C 2.534 3.056 3.437 -0.030 -0.116 -0.043
C -0.804 0.674 4.064 0.018 -0.040 -0.080
C 3.764 -5.924 -1.213 -0.026 0.043 -0.012
C -2.838 1.085 -3.635 0.028 0.000 0.025
C -4.727 -2.616 -2.048 -0.023 -0.023 0.062
C 2.490 -3.878 -1.880 0.082 0.020 -0.063
C 3.958 1.368 -3.726 0.037 -0.147 -0.003
C 3.666 1.303 4.638 -0.078 0.043 -0.134
C 5.849 0.374 -5.104 -0.004 0.006 0.001
C -5.591 -3.661 -2.365 0.009 0.011 0.003
C 1.561 -3.904 -0.845 -0.049 0.008 -0.012
C 3.377 2.642 4.492 -0.085 -0.090 -0.058
C 2.815 -2.634 -2.401 0.087 -0.016 -0.077
C -5.663 -4.786 -1.556 0.015 0.034 -0.005
C 4.681 2.424 -5.879 -0.011 0.004 0.011
C 3.092 0.379 3.740 0.069 0.017 0.128
C 3.113 -5.178 -2.390 -0.007 -0.016 0.023
C -2.313 -3.562 3.490 -0.017 -0.023 -0.003
C -3.792 2.029 -3.287 0.043 0.040 -0.021
C 2.572 -0.110 -2.405 0.092 0.261 -0.014
C 1.953 2.173 2.509 -0.033 0.152 0.058
C -2.413 1.577 2.520 -0.056 0.051 0.072
C -0.844 4.172 -1.963 -0.136 -0.086 -0.198
C -1.271 3.030 4.062 -0.044 0.060 -0.003
C -2.520 0.067 -2.748 -0.043 -0.012 0.080
C -2.194 2.847 3.042 0.024 -0.044 -0.037
C 2.105 2.137 -2.421 -0.250 -0.012 0.151
C -3.169 -0.035 -1.515 0.163 -0.077 -0.087
C -3.180 -1.678 4.688 -0.018 -0.001 0.031
C -4.859 -4.865 -0.423 0.036 0.046 0.000
C 3.146 2.407 -3.291 0.040 0.054 -0.015
C -2.482 -2.180 3.591 0.056 -0.080 -0.049
H 1.567 -5.557 -3.872 0.005 -0.027 0.045
H 3.312 3.430 -3.608 -0.048 -0.057 0.053
H -2.691 -5.494 4.354 0.004 0.021 -0.018
H 4.235 -6.847 -1.566 -0.028 0.048 0.015
H 4.528 -5.300 -0.743 -0.030 -0.048 -0.012
H -4.904 -5.741 0.215 0.009 0.046 -0.008
H 6.552 1.948 -3.000 -0.017 0.042 -0.018
H 5.703 3.419 -3.481 0.041 -0.036 -0.028
H -3.358 -3.895 0.767 -0.063 -0.006 -0.049
H 4.258 -0.751 -3.560 -0.013 0.046 -0.013
H -1.744 -3.961 2.654 -0.017 0.021 0.069
H 1.253 -4.837 -0.387 0.024 0.048 0.025
H 5.162 -0.280 -5.649 0.047 0.020 0.031
H -4.683 -1.741 -2.686 -0.012 -0.024 0.013
H -2.700 3.699 2.605 0.018 -0.015 0.000
H 1.446 2.930 -2.075 0.070 -0.089 -0.060
H 4.210 3.371 -5.609 0.022 -0.057 -0.031
H -4.744 -2.014 2.077 0.017 -0.028 0.000
H -3.078 1.449 1.673 0.029 0.007 -0.001
H -5.137 -0.909 0.758 -0.025 -0.027 0.017
H 4.627 -5.884 -3.751 -0.014 0.034 0.001
H 5.534 2.641 -6.529 -0.042 -0.008 0.029
H 7.007 2.780 -4.502 -0.034 -0.023 0.028
H 3.775 -4.451 -4.339 0.039 -0.011 0.046
H -4.610 0.884 -0.209 0.061 0.038 -0.053
H -4.005 2.857 -3.954 0.008 -0.028 0.034
H 3.954 1.835 -6.444 0.022 0.042 0.020
H -1.060 4.029 4.426 0.020 -0.062 -0.030
H -6.214 -3.592 -3.251 0.031 0.007 0.039
H 2.430 -7.013 -3.332 -0.029 0.054 0.012
H 1.217 -6.252 -2.285 0.041 -0.005 -0.046
H 0.319 -2.695 0.433 -0.065 0.046 -0.014
H 3.030 -6.185 -0.450 0.041 0.008 -0.028
H -2.303 1.176 -4.573 -0.009 -0.015 0.040
H -3.301 -0.605 4.795 0.007 -0.042 -0.013
H -0.214 -0.168 4.416 0.022 0.079 0.007
H 3.525 -2.556 -3.211 -0.021 -0.006 0.036
H -4.246 -2.128 6.495 0.024 0.004 -0.017
H -5.133 2.715 -1.762 0.006 -0.003 -0.007
H 6.271 -0.183 -4.264 -0.029 0.009 -0.050
H 0.192 2.090 5.326 -0.019 -0.007 -0.015
H -3.942 -4.574 6.283 0.006 0.022 -0.029
H 6.671 0.637 -5.777 -0.026 -0.021 0.029
H -6.339 -5.597 -1.804 0.023 0.031 0.008
H 4.992 -4.299 -3.054 -0.029 -0.033 -0.045
H -1.733 -0.645 -2.987 -0.032 0.080 -0.018
H -4.609 -0.267 2.325 0.001 -0.006 -0.019
```
Positions in Å, forces in eV/Å.

For the HOMO energy, the calculation gives -0.9 eV. The calculation puts the energy relative to the best compared isomer or geometry (same formula, charge and spin) at 14.8 kcal per mole. Its total charge is -2. For the maximum force, the calculation gives 0.60 eV/A.

Mulliken atomic charge list, values in e, 99 entries: Tl 1.5880; Cl -0.2733; Cl -0.2491; Cl -0.2891; Cl -0.2714; P 0.2062; P 0.4595; F -0.1588; F -0.2915; F -0.3117; O -0.7396; O -0.3824; O -0.3556; O -0.7121; N 0.7707; N 0.2342; N 0.4858; C -1.1667; C -0.4719; C -0.9491; C 0.7135; C 0.3515; C -0.6246; C 0.1702; C -1.6242; C -0.4063; C -0.7139; C -1.5983; C 2.2085; C -0.0758; C 0.5703; C -0.6832; C -0.6691; C -1.4820; C -2.1574; C -0.4769; C 0.2255; C -0.5587; C -1.6191; C -0.6980; C -0.5514; C 0.5942; C 0.7210; C 0.2326; C -2.1597; C -0.6022; C -0.7680; C 0.2645; C 0.0181; C -0.4809; C -1.6547; C 0.3431; C 2.1365; C -0.1801; C -0.4297; C -0.6950; C -0.2426; C -0.1709; C 0.2709; C -0.6295; C -0.3453; C -0.4738; C -0.7147; C 0.7961; C -0.3589; C -0.5887; C -1.1076; C 0.0493; H 0.3769; H 0.4526; H 0.3934; H 0.4508; H 0.3817; H 0.4026; H 0.3858; H 0.3465; H 0.2369; H 0.3425; H 0.2922; H 0.4459; H 0.4090; H 0.3287; H 0.3308; H 0.1526; H 0.3222; H 0.1909; H 0.0274; H 0.5814; H 0.4283; H 0.4448; H 0.4262; H 0.3786; H 0.0972; H 0.3195; H 0.3750; H 0.3271; H 0.3894; H 0.4401; H 0.3268


Entry from the Open Molecules 2025 dataset: a structure of composition C51H47IN6O4RbS3Si at a distorted geometry (wB97M-V/def2-TZVPD).

The geometry in XYZ format:
```
114
Properties=species:S:1:pos:R:3:forces:R:3
I -13.286 -9.197 -7.655 0.121 -0.197 -0.532
Rb -17.353 -8.552 -8.539 -0.183 -0.430 -0.391
S -20.085 -4.785 -11.192 -1.886 -8.472 4.055
S -19.623 -7.552 -12.082 -5.910 0.711 0.188
S -17.965 -4.932 -9.484 -2.561 3.051 3.030
Si -17.398 -7.876 -4.735 -2.214 0.251 2.206
O -19.967 -9.867 -4.595 1.434 0.565 0.058
O -15.969 -11.648 -9.002 -1.265 -0.421 0.366
O -17.934 -9.302 -5.377 -0.086 -0.862 -0.514
O -16.756 -13.703 -9.726 -1.688 1.671 1.609
N -18.108 -11.396 -7.014 0.813 -2.794 -2.477
N -18.596 -5.873 -8.582 1.263 -0.845 -0.180
N -14.669 -8.870 -10.224 -0.917 1.049 0.875
N -18.349 -7.344 -11.615 7.213 -0.095 1.728
N -20.646 -6.221 -11.801 0.388 -0.177 0.145
N -18.673 -4.468 -10.807 1.748 0.636 -1.523
C -18.959 -13.655 -7.793 -0.200 -1.744 -3.309
C -14.188 -5.839 -9.836 10.867 -0.888 -2.220
C -19.181 -7.089 -15.873 1.162 -0.524 -0.465
C -21.895 -1.230 -13.299 6.416 -14.355 3.607
C -17.554 -7.865 -2.858 -2.919 -0.087 0.647
C -15.298 -5.492 -9.336 -4.815 -0.639 7.652
C -18.108 -12.553 -7.910 5.732 2.716 -1.456
C -18.071 -3.011 -8.588 3.746 -0.346 -2.944
C -22.191 -4.759 -7.052 2.573 0.820 -3.361
C -18.282 -1.723 -6.607 -0.355 1.814 3.246
C -16.869 -12.482 -8.872 -1.541 -1.629 0.795
C -22.035 -2.524 -7.859 1.222 -1.505 -2.360
C -19.972 -13.351 -6.984 -4.956 -0.109 3.449
C -20.244 -11.375 -10.626 -4.527 4.109 3.625
C -20.397 -7.181 -16.323 -7.414 -0.134 -2.685
C -21.837 -3.723 -12.954 0.208 -0.174 -1.718
C -12.641 -10.027 -10.583 0.852 -0.219 0.159
C -22.352 -3.308 -6.826 -0.806 -4.920 0.548
C -20.005 -10.166 -11.413 0.248 -0.349 -1.421
C -20.863 -1.325 -12.286 -1.783 1.687 -0.810
C -21.601 -7.769 -15.700 6.584 0.528 4.804
C -18.807 -7.570 -14.711 -1.696 -2.521 4.492
C -21.190 -11.246 -9.530 -1.380 4.694 0.422
C -21.459 -5.296 -8.190 -2.315 2.334 0.248
C -17.610 -0.549 -7.065 -1.417 -0.784 -0.062
C -22.310 -2.661 -13.668 -1.689 2.429 0.686
C -21.854 -9.721 -9.356 1.621 -6.331 2.688
C -18.409 -2.906 -7.322 2.056 4.140 -1.290
C -14.904 -8.852 -11.514 -2.103 1.100 -3.117
C -18.971 -11.439 -6.058 0.069 2.885 1.224
C -20.005 -12.351 -5.904 -2.227 -0.750 -1.390
C -13.593 -9.363 -9.742 2.609 -1.721 -0.463
C -20.748 -3.761 -12.058 -1.219 8.231 -2.885
C -15.758 -8.067 -5.182 7.387 -0.811 -0.019
C -13.841 -5.547 -11.176 0.000 -0.510 -1.470
C -21.068 -4.368 -9.189 0.895 -2.218 -0.565
C -17.247 -1.896 -9.040 -1.918 -3.834 -1.977
C -12.875 -10.008 -11.953 -2.187 0.635 1.302
C -16.112 -4.702 -11.423 2.342 -0.803 -2.658
C -21.507 -8.671 -10.066 0.134 1.471 -1.747
C -14.813 -5.173 -12.036 -2.289 2.915 -0.890
C -17.080 -0.740 -8.405 2.808 2.732 2.110
C -19.812 -7.987 -13.878 -5.897 0.621 1.261
C -20.549 -8.849 -11.119 0.664 -2.454 -1.593
C -14.043 -9.382 -12.488 1.710 -1.693 2.186
C -18.945 -10.110 -5.228 -3.317 -1.795 0.060
C -18.135 -6.456 -5.595 -2.412 1.391 5.774
C -16.325 -4.990 -10.059 -0.745 1.345 -4.117
C -20.317 -2.387 -11.647 1.348 -0.655 0.770
C -21.451 -3.111 -9.064 -0.941 0.267 4.918
C -21.314 -8.061 -14.315 10.428 2.442 -7.546
H -16.734 -7.273 -2.254 -1.940 -1.361 -1.057
H -18.984 -14.572 -8.621 0.130 2.750 2.373
H -22.040 -8.237 -13.773 -6.564 -2.009 6.031
H -15.822 -13.815 -9.798 1.163 0.046 -0.306
H -18.352 -6.827 -16.369 2.260 1.805 -2.973
H -22.266 -4.544 -13.439 -0.089 -2.206 0.506
H -21.086 -12.121 -5.448 3.068 -0.405 -0.710
H -17.705 -5.532 -4.997 -0.827 -1.496 -1.472
H -18.841 -1.988 -5.501 1.786 2.042 -2.854
H -16.704 -4.116 -12.200 0.054 -1.200 1.883
H -14.155 -9.751 -13.491 -1.082 1.114 -0.570
H -17.767 -8.977 -2.564 1.028 1.961 -0.099
H -15.886 -8.315 -11.807 1.468 -1.081 0.388
H -21.694 -6.193 -8.754 0.510 -1.050 1.430
H -19.412 -10.367 -12.462 -1.168 1.033 2.920
H -20.679 -6.679 -17.232 0.464 -0.002 -0.732
H -21.537 -12.000 -8.663 1.258 1.567 -2.554
H -19.295 -6.480 -5.395 2.167 0.262 -0.812
H -17.862 -6.482 -6.559 0.508 0.611 -3.551
H -18.722 -7.444 -2.746 3.170 -0.554 0.246
H -22.207 -7.865 -9.727 1.743 0.382 -1.310
H -15.541 -5.669 -8.145 0.689 0.359 -2.983
H -22.378 -0.525 -13.559 -5.781 9.550 -3.343
H -15.099 -7.081 -4.731 -1.590 -2.232 -2.309
H -14.518 -4.937 -13.171 -1.099 -0.485 2.683
H -12.328 -10.684 -12.548 0.905 -0.270 -0.828
H -22.354 -9.398 -8.419 -0.313 -1.314 -0.605
H -19.953 -12.337 -10.448 2.202 -2.501 -1.552
H -19.013 -3.385 -6.783 -4.370 -5.798 3.347
H -12.852 -5.558 -11.686 -0.372 -0.721 1.297
H -17.849 -7.761 -14.355 1.858 0.615 0.467
H -16.863 -2.065 -10.035 0.585 0.342 -0.163
H -22.757 -5.461 -6.531 -0.729 -0.880 1.378
H -11.722 -10.638 -10.306 -1.475 1.162 0.451
H -17.686 0.473 -6.523 0.587 -2.081 -0.928
H -16.145 -0.137 -8.794 -2.478 -0.413 0.684
H -22.593 -7.872 -15.921 -2.145 0.220 -1.714
H -13.076 -6.100 -9.373 -3.615 0.229 0.188
H -20.648 -0.393 -11.840 0.673 1.164 0.344
H -19.540 -2.214 -10.733 -2.051 -0.469 -2.646
H -23.259 -3.048 -14.288 2.235 1.818 0.922
H -23.050 -3.263 -5.997 0.306 1.531 0.174
H -21.538 -2.473 -9.796 0.294 3.111 -4.021
H -15.615 -8.554 -6.281 0.054 2.081 2.471
H -15.130 -8.858 -4.557 -1.769 1.140 -1.009
H -21.052 -13.747 -7.008 1.980 -0.643 -0.366
H -22.276 -1.529 -8.035 -0.575 1.834 0.505
```
Positions in Å, forces in eV/Å.

For the HOMO energy (alpha / beta), the calculation gives -3.2 / -2.5 eV. Its total charge is -1. For the maximum force, the calculation gives 16.13 eV/A.

Mulliken atomic charge list, values in e, 99 entries: I 0.1036; Rb 0.5214; S 0.5412; S 0.9301; S 0.6123; Si -0.6319; O -0.6546; O -0.4207; O 0.2688; O -0.5456; N -0.0131; N -0.4990; N 0.6022; N -0.4262; N -0.3367; N 0.0929; C -0.6375; C -0.5265; C -0.9382; C -1.5447; C -0.9441; C 0.2806; C 0.2005; C 0.1600; C -0.7761; C -0.4176; C 0.1706; C -1.0749; C -0.0872; C -1.0394; C -0.4613; C -0.6961; C -0.4400; C -0.8587; C -0.6035; C -0.3191; C -0.7604; C -0.3669; C 0.0653; C 0.3547; C -0.5883; C -0.2655; C -0.6186; C -0.4504; C -0.1375; C 0.8512; C -0.7867; C -0.1424; C 0.7985; C 0.0169; C -0.3055; C 0.9764; C -0.2254; C -0.4368; C 0.0790; C 0.0670; C -0.6530; C -0.5290; C 0.4832; C 0.3093; C -0.7576; C 0.1253; C 0.7546; C 0.2047; C -0.5838; C -0.6510; C -1.0876; H 0.2995; H 0.1876; H 0.8491; H 0.2800; H 0.5727; H 0.3834; H 0.1874; H 0.1746; H 0.1189; H 0.2118; H 0.3351; H 0.2850; H 0.3334; H -0.4617; H 0.0423; H 0.2910; H 0.2149; H 0.1613; H -0.6713; H 0.1932; H 0.4163; H 0.0747; H 0.7202; H 0.2559; H 0.2149; H 0.4050; H 0.3036; H 0.5731; H 0.8469; H 0.3188; H 0.6328; H 0.3351


- Which of these has the highest maximum force?
  C51H47IN6O4RbS3Si


- The lowest total charge belongs to which entry?
  C51H47Cl4F3N3O4P2Tl


- Which value of total charge does entry 1 give?
  -2


- Which formula does entry 1 have?
  C51H47Cl4F3N3O4P2Tl